Molecular formula: C39H58Br3F12NO9S5
Method: DFT, ωB97M-V/def2-TZVPD

Positions of all 127 atoms, in Å:
1 Br 4.0141 -2.9407 -6.1293
2 Br 5.1798 -3.0686 -1.6954
3 Br 4.9564 2.3635 -1.8791
4 S 2.0012 -5.3960 0.0099
5 S -9.7574 -0.7021 0.7425
6 S 4.1454 5.0570 1.2273
7 S -5.1423 -2.7463 -0.3794
8 S 2.2300 2.9639 4.2777
9 F 1.9213 -6.8046 0.7361
10 F 3.0824 -2.7893 -3.3478
11 F -1.8113 -4.7055 -1.1631
12 F 0.3152 -6.4792 -1.7666
13 F -0.4508 -6.2570 0.2476
14 F 2.1402 -3.9876 -0.7139
15 F 5.2661 -4.3953 -4.2900
16 F 1.3582 -4.7021 1.2786
17 F 3.4274 -5.1732 0.6408
18 F 2.6875 -6.0973 -1.2369
19 F 6.2989 -2.5438 -4.7287
20 F -0.3736 -3.4007 -0.1919
21 O -5.1955 -2.5221 -1.8050
22 O 0.4681 2.5151 -3.8839
23 O 3.4764 4.1361 0.3453
24 O 0.9014 3.0761 4.8270
25 O -10.6207 -1.6541 0.0911
26 O 5.0038 4.5770 2.2824
27 O 2.4791 3.2083 2.8799
28 O -4.2937 -1.9368 0.4595
29 O -8.8144 -1.1259 1.7478
30 N 1.8062 2.1896 -2.0429
31 C 2.2032 -0.1053 -2.4245
32 C -0.0081 -1.8796 -4.1003
33 C -4.7964 -4.4711 -0.0527
34 C 3.1938 -0.0908 -3.5854
35 C 0.7883 0.2688 -2.9123
36 C -10.7565 0.6436 1.3960
37 C 4.4353 0.1208 -0.0890
38 C 3.8289 3.0527 6.3525
39 C 3.9996 7.3608 -0.0098
40 C 5.0219 6.2541 0.2276
41 C 3.3386 3.9823 5.2471
42 C -0.1285 -3.8549 -2.5409
43 C -0.5820 -2.4140 -2.7825
44 C 2.9283 6.2019 1.8938
45 C -5.7468 -4.8333 1.0842
46 C 4.3822 -2.3697 -3.3438
47 C 4.5160 -0.8421 -3.4312
48 C 3.2972 7.5831 1.3375
49 C 0.9551 1.8260 0.5594
50 C 1.2480 -0.5389 0.3733
51 C 0.9494 1.7828 -3.0523
52 C 0.1995 -0.3597 -4.1694
53 C 0.4836 -0.7310 1.5143
54 C -9.8532 1.4386 -0.7656
55 C 0.2612 -5.6485 -0.7167
56 C -6.8058 -2.7436 0.3010
57 C -7.0935 -4.1859 0.7303
58 C -10.3394 1.8974 0.6164
59 C 1.4918 0.7397 -0.1159
60 C -0.4831 -4.3493 -1.1485
61 C 2.9315 1.3818 4.7613
62 C 4.4952 0.2086 1.4518
63 C 5.0893 -3.0859 -4.5232
64 C -8.9158 0.2626 -0.5115
65 C 2.3792 1.0115 -1.3602
66 C -0.0365 0.3617 2.1874
67 C 0.2071 1.6364 1.7094
68 C 3.7383 1.3323 -0.7236
69 C 4.1245 1.7094 5.6687
70 H 3.0472 2.9239 7.1044
71 H -0.7624 0.1277 -4.3407
72 H -6.8175 -2.0650 1.1459
73 H 3.2724 7.0392 -0.7583
74 H 2.1547 0.8307 5.2877
75 H -5.0302 -5.0293 -0.9590
76 H 2.7961 4.8540 5.6069
77 H 2.7200 -0.4537 -4.4956
78 H 2.4125 8.2089 1.2326
79 H -5.3738 -4.4210 2.0242
80 H -0.1927 2.5032 2.2167
81 H -9.3465 2.2378 -1.3034
82 H 5.0898 -0.6391 -4.3361
83 H -7.4950 -2.3997 -0.4650
84 H -10.5643 0.7272 2.4623
85 H 3.9382 -0.6145 1.9010
86 H 5.8704 6.6082 0.8125
87 H -0.3011 -1.8095 -1.9228
88 H -1.6715 -2.4065 -2.8408
89 H -7.7891 -4.2047 1.5675
90 H -5.8325 -5.9127 1.2009
91 H -9.5254 2.4030 1.1389
92 H -7.5559 -4.7334 -0.0936
93 H 2.4461 2.9160 -2.3408
94 H 5.0310 1.7986 5.0671
95 H 0.9148 -2.3939 -4.3742
96 H 4.4767 8.2692 -0.3740
97 H -7.9654 0.5901 -0.0902
98 H 3.4510 0.9532 -3.7800
99 H -11.1669 2.6008 0.5404
100 H 0.0271 0.1625 -2.1348
101 H 4.0375 1.1300 1.8170
102 H 5.5185 0.1795 1.8233
103 H -0.7210 -2.1341 -4.8895
104 H 3.5326 2.0501 0.0588
105 H 4.1554 4.2860 4.5897
106 H 2.1759 -1.0757 -1.9295
107 H -10.7027 1.1122 -1.3690
108 H 0.2780 -1.7258 1.8852
109 H 4.2890 0.9151 6.3950
110 H 5.1241 -0.4862 -2.6059
111 H 1.1391 2.8284 0.2032
112 H -0.6396 0.2426 3.0776
113 H -3.7450 -4.5830 0.1945
114 H -8.7429 -0.3613 -1.3854
115 H 3.2187 0.8453 3.8602
116 H 2.9719 6.1555 2.9782
117 H 5.4369 -0.0085 -0.4913
118 H 0.9288 -3.9973 -2.7549
119 H 0.8023 -0.1103 -5.0434
120 H 1.9519 5.8665 1.5516
121 H 3.8578 -0.7679 -0.3404
122 H -11.7993 0.3836 1.2257
123 H 5.3691 5.7662 -0.6805
124 H -0.6666 -4.5261 -3.2132
125 H 1.6438 -1.4151 -0.1232
126 H 3.9783 8.0899 2.0242
127 H 4.7094 3.4570 6.8493

Calculated values
Frontier orbital gap in eV: 9.17
Calculated total energy in hartree: -13164.13168
E_HOMO in Ha: -0.32361
SMILES: CC[C@@H](Br)[C@@]1(c2ccccc2)NC(=O)[C@@H](CCCCC(F)(F)C(F)(F)S(F)(F)(F)(F)F)[C@H]1CC[C@](F)(Br)C(F)(F)Br.O=S1(=O)CCCC1.O=S1(=O)CCCC1.O=S1(=O)CCCC1.O=S1(=O)CCCC1

Atomic partial charges in e from the Mulliken method, atoms 1 to 99: -0.151, -0.082, -0.119, 1.346, 1.252, 1.151, 1.347, 1.123, -0.352, -0.071, -0.286, -0.295, -0.291, -0.149, -0.209, -0.317, -0.335, -0.331, -0.206, -0.161, -0.736, -0.717, -0.576, -0.782, -0.672, -0.854, -0.243, -0.665, -0.681, -0.008, 1.800, -0.668, -0.388, -1.245, -0.528, -0.695, 0.312, -0.802, -0.494, -0.792, -0.620, -1.202, 0.017, -0.397, -0.769, 0.040, -1.581, -0.768, 0.078, 0.314, -0.435, -1.938, -0.789, -0.760, 0.581, -0.318, -0.781, -0.630, -0.893, 0.739, -0.180, -0.824, 0.782, -0.653, 1.510, -1.136, -0.748, 0.670, -0.733, 0.310, 0.516, 0.379, 0.252, 0.490, 0.337, 0.525, 0.554, 0.356, 0.315, 0.418, 0.373, 0.562, 0.004, 0.333, 0.379, 0.388, -0.047, 0.543, 0.302, 0.416, 0.305, 0.337, 0.438, 0.291, 0.248, 0.397, 0.393, 0.448, 0.329

Molecular formula: C39H58CdOP2S2Si
Method: DFT, ωB97M-V/def2-TZVPD

Positions of all 104 atoms, in Å:
1 Cd 13.7470 11.3908 6.4726
2 S 13.9068 14.1316 6.4768
3 S 14.0406 12.2223 4.0922
4 P 10.7520 11.5624 7.1383
5 P 16.6889 10.0820 7.8698
6 Si 13.5546 9.8507 8.3889
7 O 13.9870 14.8008 3.9927
8 C 16.9861 10.1925 10.7264
9 C 10.7215 8.2038 4.8869
10 C 10.0719 8.1787 6.2652
11 C 20.0410 7.4776 8.1286
12 C 18.3762 6.5542 6.3761
13 C 17.3187 13.7146 9.0762
14 C 11.7259 9.8500 9.0762
15 C 10.6182 10.6144 8.6912
16 C 15.1650 10.1919 12.3159
17 C 19.5181 13.2599 7.9468
18 C 17.9665 8.7425 7.5321
19 C 9.7361 15.6191 6.6354
20 C 13.6137 8.0635 7.7396
21 C 19.4068 6.2191 7.4591
22 C 16.5049 10.2045 12.0432
23 C 10.4506 16.2084 7.8650
24 C 10.2828 10.6214 4.5519
25 C 11.3263 9.5654 4.5058
26 C 11.4887 8.8690 10.0886
27 C 9.4308 10.5661 9.4158
28 C 16.1122 10.0782 9.5969
29 C 10.2904 8.7825 10.7913
30 C 10.6304 13.8531 8.7531
31 C 18.9551 8.3420 8.6603
32 C 10.1698 15.3059 9.0421
33 C 9.5835 10.6623 5.9291
34 C 14.2872 10.1316 11.2342
35 C 9.9169 13.1716 7.5450
36 C 18.6799 14.2984 8.7154
37 C 14.7433 10.0589 9.9118
38 C 9.0346 9.2785 6.3258
39 C 19.1693 11.8180 8.3968
40 C 10.0492 14.1424 6.3464
41 C 13.9858 13.7828 4.8393
42 C 17.8190 11.5972 7.7172
43 C 9.2569 9.7243 10.4990
44 C 16.8883 12.8688 7.9310
45 C 17.3495 7.5301 6.9195
46 C 14.0455 16.1401 4.4683
47 H 12.2812 8.0944 10.2102
48 H 20.6254 13.4354 8.0494
49 H 10.0840 17.1661 8.0291
50 H 13.1695 16.4194 5.0918
51 H 18.5205 9.2309 6.7448
52 H 15.8219 12.5770 8.0016
53 H 11.8377 9.5708 3.5128
54 H 9.4958 13.7412 5.4826
55 H 9.8181 16.2124 5.7191
56 H 12.1011 9.8305 5.2263
57 H 8.8528 13.0285 7.6755
58 H 10.0687 8.0440 11.4971
59 H 10.5284 13.2981 9.6816
60 H 8.3399 9.6188 11.0685
61 H 16.5948 7.7763 6.1690
62 H 10.9225 8.3276 6.9635
63 H 20.1620 5.6873 6.9481
64 H 14.7434 10.3908 13.2927
65 H 8.5456 11.1521 9.0920
66 H 18.8781 5.6217 8.2432
67 H 17.4256 13.1730 10.0382
68 H 18.0296 10.2422 10.5450
69 H 11.0973 14.0945 5.9830
70 H 16.8146 7.1276 7.7689
71 H 8.5414 9.3298 7.3255
72 H 13.2213 10.1594 11.4585
73 H 14.5151 7.7860 7.1297
74 H 18.2915 7.8846 9.3814
75 H 14.0285 16.8098 3.5894
76 H 9.9101 7.9482 4.1859
77 H 15.0441 16.3129 4.9670
78 H 17.8235 5.6568 6.0778
79 H 16.9270 13.5316 7.0069
80 H 20.7176 8.0304 7.4487
81 H 16.5028 14.4644 9.2494
82 H 19.9501 11.1557 8.0379
83 H 18.5120 15.1100 8.0075
84 H 8.2231 9.1140 5.6135
85 H 10.6948 15.6640 9.9060
86 H 8.6496 15.7191 6.8132
87 H 18.8570 6.9262 5.5156
88 H 18.0515 11.5059 6.6333
89 H 8.6805 11.3947 5.8577
90 H 19.1187 11.7986 9.4960
91 H 19.2407 13.3956 6.9210
92 H 12.7860 7.8894 7.0744
93 H 20.6445 7.1566 8.9661
94 H 19.1077 14.7516 9.6386
95 H 9.6958 7.2195 6.5110
96 H 19.3881 9.2588 9.1407
97 H 11.4021 7.3498 4.7687
98 H 17.2141 10.1662 12.8814
99 H 10.6684 11.6086 4.1742
100 H 11.5355 16.2211 7.6943
101 H 11.7387 13.8810 8.5540
102 H 9.1374 15.3813 9.3094
103 H 13.5163 7.3938 8.5558
104 H 9.5356 10.4217 3.7055

Calculated values
Frontier orbital gap in eV: 7.70
Calculated total energy in hartree: -3532.43577
E_HOMO in Ha: -0.25951

Atomic partial charges in e from the Mulliken method, atoms 1 to 99: 0.288, -0.447, -0.435, 0.512, -0.023, 1.217, -0.359, -0.242, -1.395, 0.481, -0.825, -1.092, -0.878, -0.666, 0.537, -0.750, -0.867, 0.260, -1.129, -1.123, -0.681, -1.051, -0.426, -1.169, 0.888, -0.149, 0.101, 0.002, -1.083, -0.558, -0.783, -1.217, 0.140, -0.456, 0.045, -0.698, 0.751, -1.553, -0.372, -0.157, 0.496, -0.027, -0.925, 0.770, -0.960, -0.570, 0.183, 0.384, 0.481, 0.208, 0.378, -0.989, 0.369, 0.432, 0.380, -0.781, 0.627, 0.558, 0.395, 0.372, 0.424, -0.608, 0.395, 0.392, 0.298, 0.300, 0.205, 0.419, -0.251, 0.434, 0.295, 0.411, 0.065, 0.412, 0.246, 0.514, 0.301, 0.384, 0.320, 0.321, 0.361, 0.346, 0.322, 0.637, 0.425, 0.401, 0.453, 0.332, 0.552, 0.160, 0.347, 0.188, 0.412, 0.348, 0.497, 0.046, 0.440, 0.364, 0.281

> Look up the frontier orbital gap of the first one.

9.17 eV

> Number 1 is which compound?

C39H58Br3F12NO9S5

> What is the formula in the first record?

C39H58Br3F12NO9S5

> Which of these has the highest frontier orbital gap?

C39H58Br3F12NO9S5